1.
DFT (wB97M-V/def2-TZVPD) results for C29H37Cl4N6O2S2Tb as an isolated structure at a distorted geometry.

Results
HOMO (alpha / beta), hartree: -0.2546 / -0.2558
Charge: 0
Frontier orbital gap (alpha / beta), eV: 6.54 / 6.57
E, eV: -137908.717
⟨S²⟩: 12.683
Multiplicity: 7
LUMO energy (alpha / beta), eV: -0.4 / -0.4

XYZ file:
```
81
Properties=species:S:1:pos:R:3:forces:R:3:lowdin_charge:R:1
Tb -0.01005 -0.58690 0.63935 -1.269 -0.304 -1.221 1.6008
C -0.70862 0.28373 3.04640 0.034 0.108 0.086 -0.3024
C -1.90532 0.11021 2.30737 -0.273 0.115 0.409 -0.3245
C -2.07244 -1.27817 2.07521 -0.381 -0.090 0.240 -0.3384
C -0.98519 -1.95379 2.67482 -0.193 -0.083 0.265 -0.3241
C -0.14373 -0.98783 3.26690 -0.063 0.034 0.161 -0.3112
C 1.06279 -1.27955 4.10022 0.183 -0.025 -0.099 -0.0291
C -0.85562 -3.43020 2.88332 0.118 -0.102 -0.137 -0.0344
C -3.29877 -1.92979 1.50706 -0.018 -0.024 -0.056 -0.0505
C -2.98270 1.15336 2.18689 0.012 -0.004 -0.131 -0.0464
C -0.17049 1.57763 3.58316 0.016 0.039 0.026 -0.0504
H 0.77163 -1.60752 5.10270 0.018 0.004 0.007 0.0867
H 1.69371 -0.39540 4.20674 -0.013 -0.028 -0.005 0.0813
H 1.67989 -2.06523 3.65695 -0.020 0.046 0.022 0.0727
H -1.39506 -4.00360 2.12819 0.015 0.006 0.032 0.0611
H -1.25797 -3.70964 3.86127 -0.001 -0.024 0.006 0.0893
H 0.18921 -3.75377 2.86069 -0.064 0.014 -0.001 0.0737
H -3.07147 -2.90796 1.07820 -0.012 0.016 -0.002 0.0610
H -3.75734 -1.33118 0.71622 -0.007 -0.007 0.015 0.0542
H -4.05920 -2.08091 2.28060 0.011 -0.014 -0.020 0.0889
H -3.78948 0.82710 1.52790 0.011 0.005 0.042 0.0627
H -2.62359 2.12152 1.82778 -0.018 -0.049 -0.013 0.0258
H -3.43284 1.33053 3.16904 0.004 0.007 -0.025 0.0926
H 0.72356 1.90973 3.04695 -0.032 -0.013 0.010 0.0664
H 0.09110 1.47367 4.64042 -0.017 0.023 -0.048 0.0834
H -0.91088 2.37619 3.50250 0.035 -0.051 0.025 0.0414
C -0.16984 1.99474 -1.67318 -0.100 -0.219 -0.012 -0.2101
C 0.43688 0.97122 -2.62364 -0.133 -0.094 0.005 -0.1660
N 0.76351 -0.29371 -1.94430 0.363 -0.021 0.138 -0.1226
C 0.60504 -1.47193 -2.79041 -0.171 0.108 0.008 -0.2575
C -0.86794 -1.76371 -3.10806 0.006 0.028 0.088 -0.4207
S -2.05661 -1.40003 -1.77643 0.045 -0.114 0.056 0.8943
C -2.73513 0.20702 -2.28466 0.056 0.025 0.053 -0.4179
C -2.50608 1.31576 -1.26014 0.140 -0.150 -0.098 -0.2562
N -1.13898 1.38543 -0.75001 -0.046 0.070 0.055 -0.1528
H -0.62672 2.81079 -2.24397 -0.015 0.026 -0.048 0.1216
H 0.61398 2.42248 -1.06189 0.078 0.081 0.096 0.0488
H 1.32364 1.40575 -3.08962 0.059 0.030 -0.073 0.1304
H -0.25625 0.74250 -3.43236 -0.010 0.007 -0.040 0.0968
H 1.73180 -0.24980 -1.63752 0.090 -0.004 -0.061 0.1012
H 1.03455 -2.31700 -2.26200 0.043 -0.078 0.058 0.0990
H 1.13761 -1.37163 -3.74310 0.045 0.001 -0.077 0.1245
H -0.97917 -2.82252 -3.33640 0.010 -0.017 -0.037 0.0720
H -1.21042 -1.21304 -3.98274 0.001 -0.018 -0.037 0.0694
H -3.80560 0.07040 -2.42861 -0.044 0.058 -0.038 0.0759
H -2.30675 0.45792 -3.25308 -0.017 0.007 -0.001 0.0665
H -3.16548 1.15244 -0.41237 -0.027 -0.031 0.055 0.0894
H -2.79706 2.26556 -1.72277 -0.073 0.089 -0.016 0.1248
H -1.16460 2.01652 0.04748 -0.023 0.088 -0.005 -0.0146
Cl 6.04042 2.37521 -0.89734 -0.042 -0.033 0.022 0.6507
C 4.87316 1.24064 -0.31570 -0.102 0.033 0.036 -0.7140
C 5.21675 -0.08768 -0.13327 -0.100 -0.027 0.044 -0.7201
Cl 6.81557 -0.64367 -0.46902 -0.010 0.000 -0.007 0.6543
C 4.24033 -0.98465 0.32273 0.024 -0.042 0.003 -0.5973
Cl 4.60016 -2.67171 0.51634 0.039 0.006 -0.006 0.6990
C 2.94662 -0.57603 0.61428 -0.107 -0.197 0.077 -0.3875
O 1.98378 -1.40761 1.00452 1.046 -0.009 -0.099 -0.2922
C 2.58971 0.79446 0.44777 -0.154 -0.066 0.044 -0.4060
O 1.33580 1.13067 0.70105 0.957 0.321 0.036 -0.2702
C 3.56413 1.66271 -0.03343 0.002 0.208 0.024 -0.5969
Cl 3.09179 3.31422 -0.27054 0.062 0.032 -0.008 0.6985
S -0.73396 4.06553 1.15132 0.083 0.519 0.046 0.7774
C -0.74299 5.54911 0.41174 -0.042 -0.021 -0.432 -0.7998
N -0.49799 6.68092 1.16981 -0.045 -0.181 0.124 0.0529
C -0.59680 7.94034 0.70788 0.075 0.123 0.202 -0.0735
C -0.88195 8.15000 -0.59521 -0.059 0.135 -0.191 -0.0535
C -1.02729 6.98642 -1.38441 0.006 -0.263 -0.072 -0.1208
N -0.96525 5.76157 -0.93388 -0.017 -0.011 0.261 0.0750
H -0.28540 6.49961 2.13958 -0.003 0.021 0.067 0.1343
H -0.43657 8.73432 1.42464 0.032 -0.044 0.006 0.1335
H -0.97494 9.14410 -1.00546 0.021 -0.070 0.004 0.1044
H -1.19900 7.08745 -2.45486 -0.003 -0.018 0.090 0.1157
N 1.21060 -3.80406 0.19907 -0.074 -0.040 -0.051 0.0005
C 1.16284 -5.12223 -0.03235 0.033 -0.053 0.013 -0.0829
C -0.09198 -5.39724 -0.53975 -0.018 0.043 -0.004 -0.0551
C -0.73284 -4.14903 -0.57127 -0.138 -0.058 -0.059 -0.1881
N 0.06724 -3.18544 -0.12190 -0.038 -0.079 0.017 -0.0408
H 1.94502 -3.20709 0.57664 0.173 0.124 0.089 0.0809
H 2.00860 -5.76178 0.17767 -0.113 0.109 -0.029 0.1218
H -0.48759 -6.35535 -0.83790 0.045 0.103 0.033 0.0948
H -1.73888 -3.91401 -0.89403 0.117 -0.038 0.064 0.0779
```
Forces are in eV/Å.

2.
DFT (wB97M-V/def2-TZVPD) results for C20H26N5O5Ta as an isolated structure.

Results
HOMO, hartree: -0.5491
Charge: +2
Frontier orbital gap, eV: 7.55
E, eV: -40387.769
Energy above the lowest of the compared OMol25 structures with the same formula, charge and spin, eV: 0.349
Multiplicity: 1
LUMO energy, eV: -7.4

XYZ file:
```
57
Properties=species:S:1:pos:R:3:forces:R:3:lowdin_charge:R:1
Ta 0.43503 0.62818 -0.12526 0.147 -0.093 0.274 1.9752
O -1.21163 1.01559 -1.05907 0.127 0.078 0.406 -0.2382
C -2.06902 1.98895 -1.42156 0.049 -0.058 -0.068 -0.2686
C -3.25450 1.67426 -2.06070 -0.035 0.152 0.063 0.0225
C -4.11264 2.70894 -2.40378 -0.020 -0.099 -0.018 -0.0064
C -3.79969 4.04240 -2.13414 0.055 0.064 0.033 -0.0313
C -2.60146 4.34946 -1.53277 -0.030 -0.052 -0.015 0.0118
C -1.71616 3.31877 -1.16487 0.056 0.069 -0.041 -0.1356
C -0.41873 3.64564 -0.68441 -0.052 -0.090 0.038 -0.0125
N 0.52651 2.83050 -0.29968 -0.032 0.006 -0.166 -0.0825
C 1.84103 3.48089 -0.05386 -0.034 0.001 -0.021 -0.1486
C 2.89469 2.50098 -0.53245 0.011 -0.033 -0.031 -0.1517
N 2.53451 1.28729 0.19989 -0.132 -0.096 0.070 -0.1075
C 3.29734 0.88713 1.15978 -0.002 0.038 0.035 -0.0163
C 2.87758 0.06582 2.26184 -0.015 0.000 0.012 -0.1441
C 3.82553 -0.48884 3.13226 -0.035 -0.011 0.030 0.0105
C 3.42064 -1.12229 4.28870 0.076 0.016 -0.037 -0.0315
C 2.06848 -1.16016 4.61749 -0.124 0.010 0.014 -0.0139
C 1.10769 -0.58887 3.79317 0.164 -0.042 0.037 0.0169
C 1.51812 -0.00091 2.61207 -0.169 0.041 -0.136 -0.2791
O 0.58442 0.55001 1.77949 -0.160 0.024 -0.357 -0.2277
H -3.49914 0.64485 -2.28203 -0.007 -0.008 -0.001 0.1254
H -5.04581 2.47149 -2.89766 -0.002 0.013 0.001 0.1289
H -4.48703 4.82784 -2.41292 -0.006 -0.007 -0.005 0.1252
H -2.32462 5.37900 -1.34290 -0.012 0.008 -0.003 0.1320
H -0.17835 4.70766 -0.67812 -0.016 0.008 -0.006 0.1510
H 1.95484 3.66037 1.01713 0.022 0.004 -0.006 0.1403
H 1.89884 4.43081 -0.58240 0.003 -0.011 -0.018 0.1335
H 3.90507 2.83257 -0.29418 -0.005 0.007 0.011 0.1384
H 2.81509 2.32981 -1.60686 -0.002 0.023 0.000 0.1291
H 4.31460 1.27815 1.19441 0.002 -0.014 0.020 0.1592
H 4.87707 -0.41535 2.88411 0.007 -0.008 0.011 0.1329
H 4.15138 -1.56611 4.94940 -0.001 0.001 0.002 0.1249
H 1.75363 -1.63162 5.53906 0.018 -0.007 0.002 0.1275
H 0.06001 -0.59272 4.06022 -0.010 0.008 -0.004 0.1310
O 1.31247 0.03393 -1.92172 0.098 -0.034 -0.193 -0.1062
N 1.84396 -1.08243 -1.47947 -0.152 0.221 0.110 -0.4534
O 2.43207 -1.83522 -2.14461 0.003 -0.041 -0.014 0.2600
O 1.60537 -1.20847 -0.22375 0.254 -0.048 0.043 -0.1011
C -1.45280 -3.67279 -2.34455 -0.019 0.000 -0.017 -0.0228
C -1.35076 -3.24342 -0.88637 -0.044 0.040 0.033 -0.6143
C -2.69256 -3.42037 -0.17629 0.009 0.010 -0.013 -0.0310
C -0.25321 -4.02716 -0.18131 0.093 -0.041 0.005 -0.0283
N -0.96898 -1.79546 -0.95234 -0.126 -0.129 -0.027 -0.0416
N -0.92328 -1.13103 0.32904 -0.015 -0.060 -0.103 -0.0587
H -1.72933 -4.72441 -2.40340 0.006 -0.001 0.007 0.1033
H -0.50240 -3.53869 -2.86119 0.008 0.001 0.007 0.0914
H -2.22073 -3.10283 -2.87336 -0.002 0.001 0.005 0.0922
H -2.99798 -4.46549 -0.20428 0.013 -0.007 -0.004 0.1024
H -3.47817 -2.83819 -0.66500 0.004 0.005 0.005 0.0924
H -2.64653 -3.13850 0.87896 -0.003 -0.004 0.003 0.0804
H -0.50213 -5.08735 -0.20804 0.005 -0.002 0.027 0.1049
H -0.14246 -3.76546 0.87571 -0.038 0.001 0.008 0.0819
H 0.71308 -3.89844 -0.67020 -0.031 0.023 -0.027 0.0844
H -1.68114 -1.31588 -1.49550 0.059 0.112 0.027 0.1093
H -0.45379 -1.76156 0.97822 0.028 -0.011 -0.032 0.1008
H -1.85405 -0.95129 0.71005 0.013 0.023 0.026 0.1329
```
Forces are in eV/Å.

3.
DFT (wB97M-V/def2-TZVPD) results for a 2-piece molecular cluster, C2H6O3Si overall at a distorted geometry.

Results
HOMO, hartree: -0.3552
Charge: 0
Frontier orbital gap, eV: 10.11
E, eV: -16191.254
Energy above the lowest of the compared OMol25 structures with the same formula, charge and spin, eV: 0.670
SMILES string: O=C=C[SiH2]O.O
Multiplicity: 1
LUMO energy, eV: 0.4

XYZ file:
```
12
Properties=species:S:1:pos:R:3:forces:R:3:lowdin_charge:R:1
O 2.62776 1.92467 2.15056 0.121 -2.040 -1.126 0.1477
C 2.45033 1.04550 1.38001 -0.079 3.275 2.070 -0.2909
C 2.03280 0.23741 0.47058 -1.682 0.351 0.046 -0.1684
Si 0.23475 0.38905 0.00237 0.557 -2.036 -0.327 0.5336
O -0.12488 -1.05463 -0.72309 1.638 0.532 0.636 -0.2222
H 2.71506 -0.31069 -0.07015 1.312 -1.312 -1.162 0.0483
H -0.51804 0.59464 1.20431 -0.517 0.248 0.794 -0.0309
H -0.09272 1.38821 -0.94694 -0.069 1.131 -0.728 -0.0416
H -0.92681 -1.42608 -1.04020 -1.060 -0.239 -0.147 -0.0067
O -3.01512 -1.19887 -0.81756 -0.020 -0.226 -0.777 -0.0749
H -2.64418 -0.87836 0.02084 0.001 0.402 -0.875 0.0375
H -2.73895 -0.71085 -1.63072 -0.201 -0.085 1.597 0.0684
```
Forces are in eV/Å.

Q: What is the formula in the third record?
A: C2H6O3Si

Q: multiplicity of number 1 (C29H37Cl4N6O2S2Tb)?
A: 7